A 14-piece molecular cluster, C4H39N3O13 overall in a non-equilibrium geometry, computed with ωB97M-V/def2-TZVPD.

```
59
Properties=species:S:1:pos:R:3:forces:R:3
C -1.460 -0.775 -0.830 -1.2 0.3 -2.8
N -2.413 -1.818 -0.520 -0.7 -1.8 1.2
C -0.257 -0.833 0.007 3.9 -0.7 -1.3
C 0.673 -2.004 -0.442 1.3 -0.7 0.2
N 0.571 0.374 -0.061 -0.7 1.4 3.7
C 1.733 0.580 0.864 0.3 -1.1 -1.1
N 1.913 1.987 1.370 -1.5 -2.8 2.7
H -1.327 -0.935 -1.929 1.3 0.1 0.6
H -1.897 0.266 -0.944 -0.1 -1.3 1.2
H -2.040 -2.822 -0.208 -0.9 3.5 -0.7
H -3.089 -1.415 0.129 0.2 -1.1 0.2
H -0.449 -1.054 1.010 -1.0 0.1 1.7
H 0.233 -3.002 -0.610 -0.2 0.3 0.6
H 1.132 -1.781 -1.403 -0.2 0.4 0.0
H 1.587 -2.122 0.237 -1.5 0.1 -0.5
H 0.887 0.551 -0.950 0.6 0.0 -2.5
H 2.708 0.360 0.227 -1.7 0.1 1.4
H 1.596 -0.251 1.706 0.6 2.4 -1.6
H 2.083 2.719 0.736 -0.1 0.6 -1.1
H 1.145 2.196 2.064 1.2 0.1 -1.3
H -3.221 2.160 0.941 0.4 0.3 -0.3
H -4.263 3.000 0.123 -0.5 2.6 -0.6
O -4.034 2.161 0.410 -0.1 -3.0 0.4
H 3.534 -1.617 -4.151 0.9 -0.4 -4.4
H 2.927 -2.427 -3.038 -0.3 -0.3 -0.1
O 3.344 -1.600 -3.278 -0.4 0.5 4.3
H 3.538 -2.161 2.390 2.8 -2.2 -1.3
H 3.176 -0.861 2.871 1.0 2.5 0.5
O 2.829 -1.702 2.708 -3.4 -0.8 0.9
H -4.308 0.043 1.141 -0.1 -0.6 1.1
H -3.794 -0.623 2.399 5.9 1.1 6.0
O -4.373 -0.708 1.783 -5.9 -0.3 -7.2
H 2.297 -0.134 -3.052 -0.1 0.5 0.2
H 1.313 1.174 -2.699 1.0 -1.8 -0.5
O 1.456 0.173 -2.674 -0.8 1.4 -0.1
H 4.207 0.808 1.718 -0.4 -0.1 -1.3
H 4.344 1.215 3.083 0.4 -1.8 -0.4
O 4.483 0.387 2.522 0.0 2.1 1.9
H -1.771 1.099 2.269 0.5 0.8 -1.1
H -0.878 1.515 1.158 4.6 -1.0 -2.1
O -1.700 1.680 1.458 -4.8 0.2 3.3
H 0.878 3.201 -2.740 0.4 -0.1 0.0
H 1.773 3.131 -1.582 0.1 0.3 2.7
O 1.815 3.041 -2.495 -0.9 -0.1 -2.6
H -0.143 -3.538 -2.937 0.1 0.3 -0.1
H 0.494 -2.212 -3.288 0.1 3.4 1.2
O 0.403 -3.067 -3.578 -0.2 -3.6 -1.2
H 1.408 -2.216 3.362 -0.1 0.0 0.0
H 0.554 -2.642 4.652 -0.2 1.1 -3.1
O 0.476 -2.290 3.670 0.2 -1.3 3.2
H -0.237 -0.799 3.578 -0.2 1.0 -0.5
H -1.571 -0.400 3.848 -3.8 -1.5 1.8
O -0.855 0.005 3.489 3.8 0.4 -1.2
H -3.832 0.971 -3.126 0.1 0.2 -0.4
H -3.876 1.474 -1.721 0.1 0.8 -0.6
O -3.669 1.790 -2.640 -0.5 -1.1 1.2
H -1.940 2.089 -2.176 -1.8 -0.3 -0.5
H -0.820 2.005 -1.196 1.2 -1.8 4.4
O -1.048 2.310 -2.000 1.1 2.4 -4.0
```
Forces are in eV/Å.

The highest occupied orbital energy is -0.3172 Eh. The value obtained for the relative energy (zero: lowest compared OMol25 entry of this formula, charge and spin) is 2.668 eV. Its frontier orbital gap is 0.3232 Eh.

=====

C4H3AgLiO as an isolated structure in a non-equilibrium geometry, computed with ωB97M-V/def2-TZVPD.

```
10
Properties=species:S:1:pos:R:3:forces:R:3
O 1.103 -0.183 0.086 6.8 -7.2 -0.1
C 2.270 -0.852 0.116 -4.9 2.7 -1.7
Li -0.461 -1.180 -0.265 -1.1 0.1 0.0
Ag 0.783 1.694 0.336 -1.4 4.6 0.7
H 2.248 -1.943 0.032 0.1 0.1 0.6
H 3.190 -0.296 -0.083 -0.1 0.0 0.6
C -1.333 2.124 0.240 1.3 0.8 -0.3
C -1.933 1.086 -0.201 -0.8 -2.6 0.5
C -2.398 -0.166 -0.270 -0.7 2.3 0.2
H -3.469 -0.285 0.008 0.8 -0.9 -0.5
```
Forces are in eV/Å.

The highest occupied orbital energy (spin up / spin down) is -0.4088 / -0.4933 Eh. Its frontier orbital gap (spin up / spin down) is 0.1575 / 0.2431 Eh. The spin multiplicity is 3. As for the charge: +1.

=====

An isolated molecule of C4H3Br in a non-equilibrium geometry, computed with ωB97M-V/def2-TZVPD.

```
8
Properties=species:S:1:pos:R:3:forces:R:3
C 0.742 -1.032 0.949 0.7 -0.7 0.5
C 1.082 -1.807 1.908 -0.2 0.1 0.0
C 0.635 -0.206 -0.065 -3.6 0.8 2.3
C -0.610 0.658 -0.161 -1.4 -3.7 -2.3
Br -1.167 0.679 -2.163 0.4 -0.1 1.2
H 1.359 -0.151 -0.766 2.3 0.4 -2.3
H -0.515 1.659 -0.008 0.5 2.7 0.8
H -1.526 0.200 0.306 1.3 0.6 -0.2
```
Forces are in eV/Å.

The highest occupied orbital energy is -0.3814 Eh. The value obtained for the relative energy (zero: lowest compared OMol25 entry of this formula, charge and spin) is 2.278 eV. Its frontier orbital gap is 0.3063 Eh.

=====

A 2-piece molecular cluster, C4H3Br2NO2S overall in a non-equilibrium geometry, computed with ωB97M-V/def2-TZVPD.

```
13
Properties=species:S:1:pos:R:3:forces:R:3
C -0.912 -0.079 -0.434 0.4 -2.0 -0.7
C -0.452 1.203 -0.693 -0.6 1.3 2.6
C -1.801 -0.142 0.612 -0.3 0.4 -1.4
C -0.937 2.033 0.303 -0.4 1.6 -1.1
N -0.488 3.412 0.546 -0.4 0.5 -2.1
O 0.633 3.625 0.092 -0.6 0.2 0.9
O -1.262 4.269 0.979 0.9 -1.4 0.1
S -2.363 1.454 1.071 1.4 -1.2 1.1
Br -2.450 -1.732 1.277 -0.5 -0.3 0.3
Br -4.235 -0.579 -2.185 -0.2 0.4 2.1
H -0.465 -0.920 -1.031 -0.9 0.6 1.0
H 0.212 1.501 -1.444 1.1 0.3 -0.7
H -4.364 -0.324 -0.680 0.2 -0.4 -2.2
```
Forces are in eV/Å.

The highest occupied orbital energy is -0.3452 Eh. The value obtained for the relative energy (zero: lowest compared OMol25 entry of this formula, charge and spin) is 1.060 eV. Its frontier orbital gap is 0.3017 Eh. Its SMILES is O=[N+]([O-])c1ccc(Br)s1.Br.

=====

| no. | electronic energy (eV) |
| --- | --- |
| 1 | -35866.789 |
| 2 | -10433.778 |
| 3 | -74233.713 |
| 4 | -160697.575 |